Entry 1:
Computed, not measured: an isolated ion of composition C6H11N2O2 and charge +1 in a non-equilibrium geometry, with the ωB97M-V functional and the def2-TZVPD basis.

Output
- Energy relative to the best compared isomer or geometry (same formula, charge and spin): 576.9 kJ/mol
- Total charge: +1
- Multiplicity: 3

Geometry (Å):
C1 -0.7217 -0.4470 -0.4107
C2 -0.6018 -1.6565 -0.0854
C3 0.1238 0.7332 -0.0964
C4 -0.7219 -2.9727 0.2997
C5 0.0735 1.6689 -1.3017
C6 -0.1983 1.4764 1.1369
N1 1.7211 -0.8865 0.3051
N2 1.5878 0.3293 0.1081
O1 2.4944 1.1464 0.0298
O2 2.9273 -1.4587 0.1453
H1 -1.7423 -0.2048 -0.7110
H2 -0.9054 -3.6835 -0.4735
H3 -1.4225 -3.1902 1.1426
H4 0.2479 -3.3223 0.6208
H5 -0.0622 1.1650 -2.3336
H6 1.1248 2.1719 -1.1870
H7 -0.7570 2.5290 -1.1357
H8 0.6012 2.2176 1.3741
H9 -0.2102 1.0000 2.1223
H10 -1.1781 2.0832 1.1964
H11 3.5937 -0.6368 -0.0497



Entry 2:
Computed, not measured: C3H3N3O as an isolated structure in a non-equilibrium geometry, with the ωB97M-V functional and the def2-TZVPD basis.

Output
- Energy relative to the best compared isomer or geometry (same formula, charge and spin): 455.1 kJ/mol
- Multiplicity: 1

Geometry (Å):
C1 -0.7129 -1.2016 0.2427
C2 -0.1328 0.2406 -0.9268
C3 0.1933 -0.1090 0.3272
H1 -1.7166 -1.0666 0.7096
H2 -0.4000 -2.2967 0.2489
H3 1.4091 1.1633 1.4700
N1 0.4810 1.3313 -1.3660
N2 1.0984 1.7871 -0.2849
N3 0.8327 0.9571 0.7501
O1 -1.0521 -0.8055 -1.1708



Entry 3:
Computed, not measured: a 3-piece molecular cluster, C22H49Br2ClFN2O8P2 overall in a non-equilibrium geometry, with the ωB97M-V functional and the def2-TZVPD basis.

Output
- Total charge: -1
- Multiplicity: 1

Geometry (Å):
C1 2.6521 1.9816 2.3099
C2 2.4770 0.7035 1.4767
O1 1.3431 0.6994 0.6324
C3 1.3859 1.6481 -0.4070
C4 1.2789 1.0013 -1.7895
O2 0.2820 0.0234 -1.9291
P1 -0.9678 0.2732 -3.0568
C5 -2.5239 0.5221 -4.2567
N1 -2.5802 1.8583 -4.9306
C6 -1.0877 -1.6028 -3.5142
C7 -0.2281 -2.5233 -2.6540
C8 -0.3984 -3.9687 -3.1253
N2 -0.1841 -5.0590 -2.1765
O3 -0.7046 -4.2467 -4.2093
C9 0.1846 0.5705 -4.5717
F1 0.5245 1.9126 -4.7781
C10 1.3970 -0.3521 -4.6779
C11 2.5095 0.2630 -5.5712
O4 -1.1933 1.9558 -2.6516
C12 -1.8804 2.1715 -1.5045
Cl1 -2.9774 3.5865 -1.8633
C13 -2.5780 0.8487 -0.9744
C14 -4.1207 0.8985 -0.9615
Br1 -4.8723 1.9300 0.5384
C15 -4.7995 -0.4727 -0.9552
C16 -6.1493 -0.4313 -1.7270
P2 -1.7581 0.2256 0.6334
O5 -2.8551 -0.8343 1.2944
Br2 -1.6778 1.9145 2.1523
O6 -2.1829 -0.1581 -1.8180
H1 3.1455 1.7599 3.2415
H2 1.7334 2.5382 2.4696
H3 3.3435 2.6394 1.7732
H4 3.3519 0.5119 0.8448
H5 2.3198 -0.1180 2.1832
H6 2.3902 2.0944 -0.4016
H7 0.6955 2.4851 -0.2741
H8 1.2826 1.8202 -2.5140
H9 2.2496 0.4950 -1.9130
H10 -3.4527 0.4595 -3.6893
H11 -2.5902 -0.2686 -5.0148
H12 -2.3679 1.7366 -5.9127
H13 -3.4974 2.2671 -4.8247
H14 -0.9867 -1.7823 -4.5784
H15 -2.1165 -1.8554 -3.2681
H16 -0.4952 -2.4788 -1.6011
H17 0.8430 -2.3188 -2.7166
H18 -0.9136 -5.0644 -1.4722
H19 0.7341 -4.9710 -1.7523
H20 -0.4538 0.3150 -5.4169
H21 1.8530 -0.6268 -3.7294
H22 1.1062 -1.2734 -5.1720
H23 2.9849 -0.5642 -6.1053
H24 3.2842 0.7508 -4.9888
H25 2.0911 0.9197 -6.3266
H26 -1.3181 2.5343 -0.6410
H27 -4.4641 1.4190 -1.8470
H28 -4.2055 -1.2579 -1.4150
H29 -5.0312 -0.7586 0.0637
H30 -6.2918 -1.3842 -2.2335
H31 -6.1299 0.3302 -2.5033
H32 -6.9684 -0.2981 -1.0252
H33 -2.6332 -1.7313 1.0114
C17 4.3483 2.4401 7.0846
C18 3.5124 3.3415 6.1873
C19 2.5818 4.2251 7.0048
O7 2.7523 2.5487 5.2798
H34 3.7053 1.7745 7.6675
H35 5.0055 1.8084 6.4855
H36 4.9599 3.0243 7.7752
H37 4.1703 3.9655 5.5804
H38 1.8836 3.6152 7.5851
H39 1.9851 4.8602 6.3491
H40 3.1416 4.8615 7.6931
H41 2.1616 1.9877 5.7974
C20 0.4714 -4.0526 2.6230
C21 1.4789 -3.3055 3.4846
C22 1.3283 -3.6721 4.9544
O8 1.3073 -1.9029 3.3152
H42 -0.5505 -3.7933 2.9145
H43 0.5871 -3.7744 1.5744
H44 0.5951 -5.1338 2.7142
H45 2.4913 -3.5392 3.1509
H46 0.3327 -3.4022 5.3177
H47 2.0514 -3.1241 5.5605
H48 1.4780 -4.7418 5.1143
H49 0.4141 -1.6744 3.6022



Entry 4:
Computed, not measured: a 2-piece molecular cluster, C2H10N4 overall in a non-equilibrium geometry, with the ωB97M-V functional and the def2-TZVPD basis.

Output
- Energy relative to the best compared isomer or geometry (same formula, charge and spin): 111.0 kJ/mol
- Total charge: -1
- Multiplicity: 2

Geometry (Å):
N1 0.2630 0.6911 1.7836
C1 -0.4182 -0.5615 1.7230
N2 -1.8621 -0.4452 1.9268
H1 0.6243 1.0845 0.9261
H2 0.0076 1.3931 2.4641
H3 0.0080 -1.1593 2.5472
H4 -0.1562 -1.0666 0.7921
H5 -2.3230 -1.3260 1.7752
H6 -2.1992 0.2115 1.2250
N3 0.0149 -0.4111 -2.3232
C2 1.3237 0.0938 -1.8570
N4 1.8028 1.3456 -1.9566
H7 -0.5791 -0.7885 -1.5917
H8 -0.5732 0.1808 -2.8971
H9 1.8884 -0.8216 -1.6516
H10 2.1782 1.5794 -2.8859



Entry 5:
Computed, not measured: one molecule with the formula C23H23ClN2O4S, with the ωB97M-V functional and the def2-TZVPD basis.

Output
- Energy relative to the best compared isomer or geometry (same formula, charge and spin): 7.7 kJ/mol
- SMILES: Cc1ccc(C)c(N(CC(=O)Nc2cc(Cl)ccc2Oc2ccccc2)S(C)(=O)=O)c1
- Multiplicity: 1

Geometry (Å):
C1 4.3239 4.1818 -2.1773
C2 4.0904 2.7023 -2.1742
C3 4.9910 1.8265 -2.7659
C4 4.7543 0.4654 -2.7563
C5 3.6229 -0.0774 -2.1582
C6 3.4319 -1.5647 -2.1548
C7 2.7065 0.8069 -1.5812
N1 1.5370 0.3481 -0.9313
C8 0.4775 -0.3325 -1.6369
C9 -0.0074 -1.5065 -0.7864
O1 0.7731 -2.3359 -0.3647
N2 -1.3478 -1.5462 -0.6017
C10 -2.0195 -2.3069 0.3574
C11 -1.5504 -3.5153 0.8500
C12 -2.2789 -4.1789 1.8248
Cl1 -1.6849 -5.6789 2.4367
C13 -3.4673 -3.6654 2.3154
C14 -3.9394 -2.4636 1.8170
C15 -3.2289 -1.7834 0.8414
O2 -3.6897 -0.6179 0.2744
C16 -4.0986 0.3977 1.1137
C17 -3.4967 0.6279 2.3439
C18 -3.9168 1.6965 3.1142
C19 -4.9248 2.5338 2.6661
C20 -5.5106 2.3067 1.4321
C21 -5.1023 1.2404 0.6525
S1 1.3691 0.5779 0.7033
C22 2.4920 -0.6207 1.4509
O3 1.8291 1.8851 1.0639
O4 0.0087 0.2393 1.0209
C23 2.9452 2.1750 -1.5955
H1 5.3790 4.4087 -2.3092
H2 3.7716 4.6461 -2.9948
H3 3.9778 4.6225 -1.2457
H4 5.8876 2.2105 -3.2307
H5 5.4718 -0.2031 -3.2107
H6 4.3852 -2.0607 -1.9822
H7 2.7284 -1.8802 -1.3901
H8 3.0603 -1.9012 -3.1241
H9 0.8712 -0.7157 -2.5818
H10 -0.3441 0.3634 -1.8500
H11 -1.8746 -0.7185 -0.8567
H12 -0.6176 -3.9152 0.4909
H13 -4.0184 -4.1958 3.0750
H14 -4.8618 -2.0433 2.1891
H15 -2.6930 -0.0126 2.6746
H16 -3.4456 1.8786 4.0682
H17 -5.2480 3.3654 3.2736
H18 -6.2921 2.9602 1.0739
H19 -5.5465 1.0492 -0.3121
H20 2.1579 -1.6119 1.1729
H21 2.4503 -0.4792 2.5228
H22 3.4834 -0.4089 1.0728
H23 2.2282 2.8246 -1.1201



Entry 6:
Computed, not measured: a 2-piece molecular cluster, C3H9BrO3Si overall in a non-equilibrium geometry, with the ωB97M-V functional and the def2-TZVPD basis.

Output
- Energy relative to the best compared isomer or geometry (same formula, charge and spin): 435.8 kJ/mol
- SMILES: OC[SiH](Br)CO.C=O
- Multiplicity: 1

Geometry (Å):
O1 -0.0357 -1.1714 1.4974
C1 0.7563 -0.1532 1.0119
Si1 0.5225 0.3930 -0.8162
Br1 0.5317 -1.5707 -1.8255
C2 1.9622 1.6238 -1.3368
O2 2.8093 1.0295 -2.3427
H1 0.0144 -2.0401 1.0547
H2 0.5991 0.6646 1.6276
H3 1.8947 -0.3874 0.9867
H4 -0.8007 0.8565 -1.4349
H5 1.4662 2.5078 -1.8945
H6 2.3930 2.0212 -0.4175
H7 3.6975 1.4401 -2.3889
C3 -3.9256 -1.3159 1.5985
O3 -4.1906 -0.2221 1.1714
H8 -4.6693 -1.7789 2.1601
H9 -3.0250 -1.8965 1.3488



no.,E_tot (eV),molecular weight (g/mol)
1,-13458.4482,143.166
2,-9672.7378,97.077
3,-216872.4963,745.847
4,-8193.7906,90.130
5,-58752.6287,458.967
6,-87318.2685,201.092